# 1
{"formula": "C25H20BrN5O2S5SbTc", "method": "wB97M-V/def2-TZVPD", "elements": ["Tc", "C", "C", "C", "C", "C", "C", "C", "C", "C", "C", "C", "C", "C", "C", "C", "N", "H", "H", "H", "H", "H", "H", "H", "H", "H", "H", "C", "C", "N", "N", "C", "S", "N", "N", "H", "H", "H", "H", "H", "H", "S", "Sb", "S", "S", "S", "Br", "C", "C", "C", "C", "C", "C", "C", "O", "O", "H", "H", "H", "H"], "coordinates": [[0.145533, 0.236844, -0.312232], [-1.934141, 3.076700, 2.322931], [-3.224777, 3.014574, 1.820973], [-3.530320, 2.158084, 0.777588], [-2.533569, 1.362082, 0.209579], [-1.226201, 1.435483, 0.715995], [-0.940241, 2.275777, 1.776238], [-2.742223, 0.455964, -0.915498], [-4.019177, 0.201783, -1.449638], [-4.169946, -0.725899, -2.442943], [-3.035311, -1.366614, -2.971904], [-3.125302, -2.335083, -3.989743], [-1.993543, -2.874651, -4.537219], [-0.733172, -2.417321, -4.125862], [-0.614771, -1.477104, -3.133025], [-1.754752, -0.974818, -2.477631], [-1.644538, -0.131059, -1.416541], [-1.700471, 3.748404, 3.133676], [-3.995134, 3.641139, 2.242637], [-4.541840, 2.127814, 0.405298], [0.064681, 2.342916, 2.167235], [-4.873508, 0.725552, -1.057223], [-5.146978, -0.962649, -2.836811], [-4.106207, -2.632859, -4.326215], [-2.066674, -3.617538, -5.315833], [0.151583, -2.798325, -4.613368], [0.360526, -1.088351, -2.879391], [-1.410356, -2.287630, 4.686691], [-0.245218, -1.545821, 4.181375], [0.802608, -1.217332, 4.859087], [1.625536, -0.570943, 4.022110], [1.104583, -0.474380, 2.790380], [1.870661, 0.168826, 1.440064], [-0.109031, -1.097001, 2.872204], [-0.996320, -1.229991, 1.809315], [-1.277625, -2.430078, 5.755162], [-1.489257, -3.266788, 4.211175], [-2.340471, -1.743359, 4.521429], [2.524756, -0.232185, 4.335898], [-1.030885, -2.201889, 1.488567], [-1.933622, -0.946446, 2.098543], [4.140387, 1.449772, -0.577831], [3.105090, 2.274338, -2.586207], [3.335977, -0.507894, -1.001690], [0.684235, 1.992459, -1.514989], [3.014017, -0.153278, -2.997437], [-2.910147, -5.858895, -1.327187], [-1.038706, -5.511852, -1.449830], [-0.156845, -6.501225, -1.867188], [1.193360, -6.207911, -1.977197], [1.663941, -4.943554, -1.672419], [0.770255, -3.963836, -1.244066], [-0.587025, -4.245735, -1.130683], [1.242594, -2.581495, -0.997907], [2.394327, -2.290939, -1.399269], [0.442391, -1.780796, -0.438697], [-0.523686, -7.486226, -2.113280], [1.878909, -6.967685, -2.312070], [2.707700, -4.698576, -1.770963], [-1.282856, -3.475130, -0.833683]], "forces_ev_per_angstrom": [[0.40, 2.22, -0.37], [-0.06, -0.13, -0.07], [-0.02, 0.03, 0.04], [0.08, -0.19, -0.14], [0.26, 0.25, 0.33], [0.17, -0.47, -0.63], [0.23, 0.00, 0.16], [-0.30, -0.08, -0.20], [0.10, -0.11, -0.10], [0.17, 0.14, 0.24], [0.45, 0.17, 0.25], [0.18, -0.08, -0.06], [-0.24, -0.01, -0.02], [-0.04, 0.27, 0.13], [0.05, 0.03, -0.09], [-0.28, -0.69, -0.86], [0.23, 0.32, 0.81], [0.04, 0.08, 0.08], [-0.09, 0.04, 0.03], [-0.11, 0.01, -0.03], [0.11, 0.02, 0.00], [-0.07, 0.01, 0.07], [-0.11, -0.03, -0.02], [-0.10, -0.05, -0.09], [-0.01, -0.08, -0.05], [0.11, -0.01, -0.01], [0.06, -0.01, 0.07], [-0.17, -0.15, 0.12], [0.14, 0.12, -0.14], [-0.32, -0.46, 1.01], [-0.52, 0.12, -1.24], [-0.40, -0.18, 0.49], [-0.03, 0.22, -0.69], [0.71, 0.26, 0.48], [-0.01, -0.07, -0.44], [-0.04, -0.04, 0.03], [-0.01, 0.01, -0.01], [-0.01, 0.03, -0.01], [-0.08, -0.02, -0.03], [0.19, 0.22, 0.12], [0.27, 0.16, 0.00], [-0.44, 0.27, -0.77], [0.60, -1.24, 0.57], [0.15, 1.08, 0.25], [-0.79, -1.92, 1.35], [0.15, 0.75, -0.22], [0.38, 0.01, -0.04], [-0.30, -0.02, 0.05], [-0.22, 0.06, 0.02], [-0.01, 0.09, 0.04], [-0.16, 0.18, 0.06], [-0.09, -0.13, 0.06], [0.04, -0.13, 0.01], [1.15, -0.82, -0.81], [-0.65, -0.71, -0.15], [-0.88, 0.86, 0.49], [-0.04, -0.05, -0.01], [0.09, -0.14, -0.03], [0.15, 0.00, -0.01], [-0.06, 0.03, -0.01]], "mulliken_charge": [-0.74, -0.82, -0.87, -0.67, 1.10, 0.13, -0.28, 1.35, -1.32, -1.01, 1.29, -0.86, -0.86, -0.34, -0.45, 0.26, 0.77, 0.48, 0.44, 0.47, 0.53, 0.42, 0.51, 0.48, 0.47, 0.49, 0.03, -1.30, 0.91, -0.76, 0.29, 0.23, -0.32, 0.28, -0.53, 0.37, 0.31, 0.34, 0.18, 0.26, 0.36, -0.19, 0.48, 0.45, -0.20, -0.13, -0.16, -0.18, -0.40, -0.68, -0.64, 0.81, -0.24, 0.57, -0.84, 0.12, 0.45, 0.45, 0.50, 0.22], "e_homo_ha": [-0.503, -0.503], "e_above_lowest_kcal_mol": 37.6, "total_charge": 2, "gap_ev": [5.20, 5.20], "fmax_ev_per_a": 2.48, "lumo_energy_ev": [-8.48, -8.48]}

***

# 2
{"formula": "CH2N4O", "method": "wB97M-V/def2-TZVPD", "elements": ["H", "N", "C", "N", "N", "O", "N", "H"], "coordinates": [[2.119957, -0.859790, 0.327199], [1.785364, 0.038373, -0.014348], [0.501937, -0.073359, -0.332584], [-0.280689, -1.293339, -0.229252], [-1.508512, -0.928901, 0.053788], [-1.623079, 0.417673, -0.110842], [-0.469934, 0.976456, -0.236932], [-0.525047, 1.722889, 0.542968]], "forces_ev_per_angstrom": [[0.05, -0.21, -0.73], [-3.67, 0.32, -1.17], [2.57, 0.34, 3.63], [-3.39, 2.04, 1.15], [3.81, -1.31, -1.96], [-4.85, -2.30, 0.59], [3.92, 2.61, 0.24], [1.57, -1.48, -1.76]], "mulliken_charge": [0.26, -0.61, 0.47, -0.22, 0.01, -0.09, -0.15, 0.32], "e_homo_ha": -0.349, "e_above_lowest_kcal_mol": 91.7, "gap_ev": 8.85, "fmax_ev_per_a": 5.40, "lumo_energy_ev": -0.66, "smiles": "[H]/N=c1\\nno[nH]1"}

***

# 3
{"formula": "C39H82N12O13", "method": "wB97M-V/def2-TZVPD", "elements": ["O", "N", "O", "C", "C", "C", "C", "C", "C", "H", "H", "H", "H", "H", "C", "N", "C", "C", "O", "H", "H", "H", "H", "H", "H", "H", "C", "N", "C", "C", "O", "H", "H", "H", "H", "H", "H", "H", "C", "N", "C", "C", "O", "H", "H", "H", "H", "H", "H", "H", "C", "N", "C", "C", "O", "H", "H", "H", "H", "H", "H", "H", "C", "N", "C", "C", "O", "H", "H", "H", "H", "H", "H", "H", "C", "N", "C", "C", "O", "H", "H", "H", "H", "H", "H", "H", "C", "N", "C", "C", "O", "H", "H", "H", "H", "H", "H", "H", "C", "N", "C", "C", "O", "H", "H", "H", "H", "H", "H", "H", "C", "N", "C", "C", "O", "H", "H", "H", "H", "H", "H", "H", "C", "N", "C", "C", "O", "H", "H", "H", "H", "H", "H", "H", "C", "N", "C", "C", "O", "H", "H", "H", "H", "H", "H", "H"], "coordinates": [[7.088783, 3.517970, 1.941224], [6.046953, 3.528830, 1.215684], [5.391603, 4.595840, 0.987734], [5.495763, 2.274170, 0.519364], [4.715113, 2.418440, -0.637956], [4.187803, 1.277940, -1.263866], [4.516813, -0.003450, -0.765446], [5.192923, -0.099900, 0.471274], [5.688133, 1.013050, 1.090764], [4.625203, 3.359270, -1.160586], [3.605793, 1.512040, -2.142996], [4.054743, -0.938950, -1.044286], [5.150023, -0.991560, 1.079134], [6.229273, 0.932170, 2.021904], [-3.171567, 5.320790, -2.131306], [-3.896107, 4.119960, -1.682036], [-5.026807, 4.254370, -0.780406], [-3.474437, 2.948850, -2.101966], [-3.978667, 1.880510, -1.794056], [-3.889207, 6.136620, -2.218066], [-2.626647, 5.165600, -3.062476], [-2.337657, 5.659030, -1.516256], [-4.995687, 5.087340, -0.078056], [-5.993117, 4.397560, -1.263976], [-5.036507, 3.421130, -0.077756], [-2.622627, 2.868720, -2.794926], [7.620403, -1.286320, -4.077186], [6.625733, -2.378480, -4.232036], [5.350973, -2.224200, -3.597186], [6.977943, -3.534050, -4.765116], [8.129413, -3.761110, -5.171706], [7.837913, -1.080210, -3.029186], [7.165543, -0.368570, -4.449946], [8.640223, -1.449230, -4.425806], [5.286383, -2.312790, -2.512716], [4.987903, -1.219560, -3.813896], [4.553533, -2.816350, -4.046146], [6.156263, -4.250910, -4.917236], [-3.640437, -0.344450, 2.798504], [-4.902047, -0.029250, 2.151234], [-4.862007, 0.412300, 0.769814], [-6.041597, 0.033410, 2.718354], [-6.127247, -0.142140, 3.951824], [-3.893227, -0.939990, 3.675724], [-3.117167, 0.599110, 2.953394], [-3.134767, -1.012020, 2.100824], [-4.787747, -0.382840, 0.027954], [-5.680717, 1.061470, 0.459354], [-3.959827, 1.023880, 0.781864], [-6.862707, 0.295290, 2.033234], [1.808943, -4.956600, -3.715786], [0.732743, -5.028150, -4.654956], [0.525823, -3.732390, -5.362676], [0.196333, -6.199920, -5.029286], [-0.556317, -6.389450, -6.021556], [2.704743, -4.860920, -4.329376], [1.830643, -5.933380, -3.232536], [1.820583, -4.097670, -3.044816], [-0.547347, -3.656130, -5.537566], [0.881923, -2.846550, -4.836766], [1.082483, -3.723920, -6.299766], [0.651703, -6.985850, -4.407076], [-0.298897, 0.489430, 1.392344], [0.269753, -0.074080, 0.204844], [0.330503, 0.871730, -0.869586], [0.711073, -1.317340, 0.300584], [1.232853, -1.912140, -0.603506], [-0.354987, -0.202220, 2.232924], [-1.265867, 0.947500, 1.184404], [0.295443, 1.314680, 1.784544], [0.654653, 0.458880, -1.824876], [-0.625497, 1.345160, -1.093256], [0.957793, 1.739380, -0.665136], [0.584573, -1.861520, 1.249294], [-2.215447, 2.484380, 6.535264], [-3.394757, 3.312990, 6.406474], [-4.602577, 2.694360, 5.827924], [-3.450767, 4.449460, 7.110394], [-4.446297, 5.264530, 7.210984], [-2.327667, 1.799730, 7.375954], [-1.358127, 3.119010, 6.759644], [-2.056017, 1.938640, 5.605294], [-5.101777, 3.213680, 5.009874], [-4.233697, 1.714280, 5.525474], [-5.221487, 2.403400, 6.676684], [-2.470797, 4.483220, 7.611114], [-0.880697, 7.693640, 2.903464], [-0.770847, 6.278590, 2.566464], [0.263863, 6.068370, 1.563814], [-1.391117, 5.257760, 3.219544], [-1.137457, 4.064830, 3.044374], [-0.031397, 7.864810, 3.564894], [-1.734447, 7.926090, 3.540004], [-0.886117, 8.350570, 2.033684], [0.318043, 5.106690, 1.053584], [0.208223, 6.836180, 0.792144], [1.299743, 6.137030, 1.895984], [-2.003627, 5.610990, 4.063494], [3.345163, -6.732220, 2.679084], [3.127123, -5.272030, 2.750754], [3.032053, -4.663660, 1.426364], [2.827263, -4.644180, 3.902654], [2.986983, -5.306950, 4.988154], [2.864543, -7.369140, 3.421664], [4.386093, -7.026160, 2.544284], [2.783553, -6.943150, 1.769024], [3.848443, -5.054310, 0.818914], [2.059223, -4.935700, 1.016864], [3.213763, -3.589360, 1.457274], [2.554773, -3.580670, 3.819654], [-4.139667, -2.648070, -5.057676], [-3.552627, -2.217490, -3.804026], [-2.781477, -0.945720, -3.912016], [-4.163867, -2.677820, -2.592726], [-5.121037, -3.417960, -2.510736], [-4.478207, -1.763640, -5.597356], [-4.905977, -3.421200, -5.001646], [-3.388737, -3.017210, -5.756206], [-2.029887, -0.823760, -4.691986], [-3.473737, -0.127880, -4.112046], [-2.322037, -0.551120, -3.005766], [-3.663247, -2.266000, -1.702796], [-2.068977, -3.345610, 6.714324], [-1.211197, -3.138700, 5.574094], [0.168603, -2.937190, 5.831234], [-1.804737, -2.775780, 4.363964], [-1.231447, -2.258220, 3.406454], [-1.341317, -3.548590, 7.500074], [-2.829187, -4.100460, 6.513384], [-2.513027, -2.418240, 7.076144], [0.506363, -2.275310, 5.033774], [0.350363, -2.435850, 6.781874], [0.553713, -3.955090, 5.891854], [-2.871767, -3.042370, 4.414714], [0.669243, 0.379040, -6.035256], [0.554313, 1.704850, -5.380416], [1.629603, 2.607090, -5.362106], [-0.570507, 2.098620, -4.612066], [-0.611437, 3.171410, -3.989176], [1.597033, -0.085500, -5.701316], [0.690713, 0.515410, -7.116476], [-0.228707, -0.173770, -5.759256], [1.268133, 3.483040, -5.900756], [1.918613, 3.018250, -4.394886], [2.408123, 2.221350, -6.020296], [-1.301937, 1.275970, -4.591056]], "forces_ev_per_angstrom": [[-3.26, -0.79, -2.28], [0.44, 2.45, 0.50], [1.76, -3.11, 0.56], [0.09, 0.32, 0.19], [0.83, -0.45, 0.20], [1.23, -0.22, 0.58], [-0.89, 0.63, 1.54], [-0.91, 0.21, -0.68], [0.70, 1.57, 0.31], [-0.21, 0.24, 0.45], [-0.12, -0.66, -0.18], [-0.17, 0.19, -0.81], [0.39, -0.46, -0.49], [-0.03, 0.07, 0.13], [-0.01, 0.16, -0.10], [0.56, 2.59, 0.14], [-0.17, -0.09, 0.97], [0.26, -2.32, -0.57], [-0.49, -0.57, 0.41], [0.15, 0.00, -0.21], [-0.64, -0.32, -0.36], [-0.31, -0.18, 0.90], [0.84, 0.48, -0.40], [0.06, -0.50, -0.38], [-0.26, -0.38, -0.51], [0.08, 1.09, 0.10], [-0.45, 0.15, 0.96], [0.57, 1.14, 0.92], [-1.16, 1.21, -0.37], [2.66, -1.10, -1.67], [-1.72, -0.09, 0.54], [-0.52, -0.18, 0.44], [0.23, -0.02, -0.35], [-0.64, -0.54, -0.90], [0.54, -0.34, 0.08], [0.10, 0.36, 0.11], [0.40, -0.59, -0.04], [0.00, -0.02, 0.26], [-1.13, -0.59, -0.70], [1.46, 0.04, -3.24], [1.38, 0.46, -0.09], [-1.78, -0.21, 4.43], [-1.11, 0.15, -1.10], [0.32, 0.56, 0.23], [0.38, -0.30, 0.41], [0.52, 0.26, 0.15], [0.22, -0.14, 0.12], [-0.09, -0.13, 0.40], [0.07, 0.10, -0.96], [-0.23, -0.12, 0.38], [0.84, -0.95, -0.52], [-0.46, 2.69, 0.01], [-0.65, -1.23, -0.40], [-1.00, -0.14, -2.81], [1.70, 0.55, 2.78], [0.59, -0.08, 0.22], [0.37, 0.31, 0.56], [-0.65, -0.24, 0.21], [0.12, 0.24, -0.31], [-0.10, -0.46, 0.69], [-0.20, -0.21, -0.28], [-0.59, -0.43, -0.08], [-0.24, 1.08, 1.15], [-0.94, 1.20, 1.49], [0.23, 0.25, -1.41], [0.26, -0.77, -0.30], [1.17, -1.10, -1.75], [-0.28, -0.33, -0.39], [-0.24, -0.29, 0.02], [0.33, 0.24, -0.19], [0.20, -0.42, 0.27], [-0.50, -0.38, 0.34], [0.45, -0.18, 0.40], [-0.39, 0.70, 0.31], [0.00, 0.06, 0.10], [-1.11, 0.49, -0.76], [1.15, -1.21, 0.99], [-2.94, 2.01, 0.25], [3.78, -3.05, -0.40], [0.01, -0.35, -0.05], [0.07, -0.12, -0.23], [0.16, 0.06, 0.12], [0.15, 0.15, 0.40], [-0.31, 0.06, -0.76], [-0.74, 0.59, -0.25], [-0.22, 1.30, 0.46], [0.06, -0.53, 1.44], [-0.06, -0.14, -1.14], [0.74, -0.37, -0.79], [1.49, -0.53, 0.25], [-0.56, 1.07, -0.10], [0.30, 0.77, -0.29], [-0.31, -0.31, -0.27], [0.09, -0.25, 0.03], [-0.99, -0.17, 0.29], [-0.37, 0.01, -0.03], [0.00, 0.34, 0.93], [-0.41, 0.00, -0.29], [-0.95, 0.35, -0.79], [0.14, -0.03, 0.00], [0.23, -0.03, 0.58], [1.67, -3.31, 2.75], [-1.12, 2.75, -2.57], [0.21, 0.74, 0.51], [0.02, 0.25, 0.12], [0.35, -0.66, -0.29], [-0.18, -0.18, -0.15], [0.09, 0.36, -0.48], [-0.48, 0.04, 0.15], [-0.08, -0.22, 0.13], [0.45, 0.42, -0.99], [-0.15, -0.47, 1.25], [-1.15, 0.57, 0.74], [0.59, 0.98, -1.34], [0.82, 0.33, -0.42], [-0.73, 0.09, 0.10], [0.02, 0.36, 0.54], [0.44, -0.36, 0.26], [-0.01, -1.18, -0.19], [-0.44, 0.05, -0.29], [0.05, -0.88, 0.47], [0.09, 0.07, -0.07], [0.59, 0.31, 0.44], [-2.42, 1.16, -2.13], [0.29, 0.01, -0.16], [1.51, -0.07, 1.23], [-0.53, -0.68, 0.86], [-0.63, -0.97, 0.31], [0.17, -0.07, 0.42], [-0.42, 0.17, -0.30], [0.71, -0.51, -0.06], [-0.14, 0.08, 0.05], [1.13, 0.34, -0.25], [-0.08, 0.20, -0.43], [-0.36, 1.52, 0.55], [-2.97, -0.75, 1.97], [0.48, 1.56, -1.70], [2.47, 0.14, -0.37], [-0.21, -1.95, -1.20], [-0.19, -0.29, 0.02], [0.04, -0.14, -0.04], [0.29, -0.31, -0.07], [0.22, 0.50, -0.04], [0.24, -0.67, 0.18], [0.44, -0.04, 0.62], [-0.38, 0.46, 0.12]], "mulliken_charge": [-0.52, 0.82, -0.51, 0.26, -0.31, -0.74, -0.41, -0.75, -0.45, 0.42, 0.64, 0.69, 0.39, 0.45, -0.96, 0.17, -0.90, 0.68, -0.62, 0.40, 0.33, 0.23, 0.41, 0.32, 0.16, -0.17, -0.87, 0.14, -0.86, 0.17, -0.61, 0.32, 0.31, 0.30, 0.32, 0.25, 0.26, 0.31, -0.93, 0.26, -0.91, 0.12, -0.66, 0.27, 0.27, 0.45, 0.21, 0.39, 0.15, 0.38, -0.80, 0.18, -0.82, 0.16, -0.61, 0.47, 0.28, 0.09, 0.22, 0.25, 0.36, 0.24, -0.77, 0.43, -0.90, 0.04, -0.62, 0.17, -0.03, 0.40, 0.27, 0.20, 0.38, 0.46, -0.94, 0.20, -0.85, 0.04, -0.66, 0.39, 0.41, 0.20, 0.27, 0.26, 0.35, 0.32, -0.94, 0.18, -1.02, 0.14, -0.63, 0.39, 0.31, 0.27, 0.25, 0.32, 0.40, 0.31, -0.94, 0.12, -0.95, 0.25, -0.69, 0.32, 0.28, 0.37, 0.38, 0.39, 0.20, 0.29, -1.02, 0.29, -0.93, 0.11, -0.60, 0.35, 0.33, 0.24, 0.06, 0.49, 0.28, 0.34, -1.02, 0.12, -0.98, -0.02, -0.61, 0.41, 0.33, 0.33, 0.24, 0.36, 0.41, 0.41, -0.37, 0.21, -1.14, 0.53, -0.68, 0.30, 0.37, -0.20, 0.36, 0.30, 0.46, -0.10], "e_homo_ha": -0.334, "gap_ev": 7.96, "fmax_ev_per_a": 4.87, "lumo_energy_ev": -1.12, "smiles": "O=[N+]([O-])c1ccccc1.CN(C)C=O.CN(C)C=O.CN(C)C=O.CN(C)C=O.CN(C)C=O.CN(C)C=O.CN(C)C=O.CN(C)C=O.CN(C)C=O.CN(C)C=O.CN(C)C=O"}

***

The E_tot results, record by record, are as follows: -170736.5853 -9072.3222 -86263.8194 eV.